93
Properties=species:S:1:pos:R:3 method="wB97M-V/def2-TZVPD" s2=0.762 mol_weight_g_mol=867.91 lumo_energy_ha="0.1465 / 0.1463" total_charge=-2 gap_ev="3.842 / 3.856" multiplicity=2 total_energy_ev=-128709.9242 e_homo_ev="0.1 / 0.1"
Pd 0.950 -0.634 -0.126
F 7.971 -1.613 -1.084
C 7.402 -0.651 -0.261
F 7.942 0.515 -0.700
F 7.964 -0.918 0.956
C 5.954 -0.633 -0.240
C 5.204 -1.546 0.563
C 3.841 -1.540 0.514
N 3.092 -0.698 -0.280
C 3.828 0.180 -1.046
C 5.189 0.238 -1.067
H 5.705 -2.242 1.226
H 3.278 -2.225 1.131
H 3.253 0.849 -1.667
H 5.675 0.965 -1.706
C 1.082 2.688 -1.802
Ge 0.759 1.720 -0.118
C 2.166 2.507 1.082
C 2.367 3.891 1.115
C 3.335 4.475 1.928
C 4.139 3.676 2.734
C 3.958 2.297 2.721
C 2.985 1.726 1.906
C -0.901 2.591 0.553
C -1.559 3.468 -0.269
C -2.807 4.053 0.082
C -3.387 3.752 1.272
C -2.749 2.857 2.173
C -3.356 2.520 3.412
C -2.757 1.648 4.273
C -1.514 1.065 3.927
C -0.917 1.370 2.737
C -1.505 2.280 1.820
H 1.041 3.764 -1.607
H 0.324 2.436 -2.552
H 2.067 2.443 -2.207
H 1.742 4.536 0.501
H 3.462 5.552 1.933
H 4.902 4.124 3.361
H 4.588 1.662 3.335
H 2.871 0.653 1.895
H -1.148 3.706 -1.245
H -3.316 4.695 -0.626
H -4.362 4.154 1.533
H -4.320 2.958 3.651
H -3.239 1.385 5.208
H -1.046 0.353 4.597
H 0.012 0.887 2.469
C 3.604 -4.677 -2.019
N 2.366 -4.880 -1.252
C 2.635 -5.492 0.040
C 1.458 -3.831 -1.296
S 0.832 -3.161 0.099
N 1.157 -3.438 -2.548
C 0.991 -4.427 -3.614
C 0.384 -2.214 -2.770
H 4.296 -4.040 -1.460
H 3.395 -4.199 -2.971
H 4.075 -5.643 -2.206
H 3.189 -6.415 -0.141
H 1.708 -5.725 0.554
H 3.228 -4.839 0.687
H 1.454 -5.369 -3.347
H 1.431 -4.063 -4.543
H -0.077 -4.581 -3.780
H 0.850 -1.410 -2.218
H -0.645 -2.304 -2.433
H 0.420 -1.978 -3.836
C -1.004 -0.484 -0.165
C -2.221 -0.363 -0.199
C -3.640 -0.139 -0.239
C -4.444 -0.670 0.843
C -3.835 -1.070 2.065
C -4.561 -1.604 3.118
C -5.944 -1.788 3.036
C -6.566 -1.428 1.842
C -5.848 -0.891 0.780
C -4.160 0.593 -1.372
C -3.392 0.731 -2.564
C -3.840 1.450 -3.658
C -5.076 2.103 -3.651
C -5.840 2.009 -2.489
C -5.404 1.286 -1.386
H -2.761 -0.941 2.157
H -4.037 -1.880 4.029
H -6.509 -2.201 3.864
H -7.635 -1.582 1.726
H -6.372 -0.672 -0.140
H -2.412 0.268 -2.586
H -3.204 1.520 -4.536
H -5.421 2.667 -4.510
H -6.790 2.533 -2.430
H -6.003 1.301 -0.485